Molecular formula: CH2O3
Method: DFT, ωB97M-V/def2-TZVPD

XYZ file:
```
6
Properties=species:S:1:pos:R:3:forces:R:3:nbo_charge:R:1
C 0.3040 -0.3354 0.0017 -1.27 -1.48 -2.31 0.214
O -1.0491 -0.2058 0.3737 -0.06 -0.82 0.27 -0.266
O -1.0326 1.1963 0.1211 2.82 0.07 -1.38 0.006
O 0.3661 0.9613 -0.6150 -2.60 0.29 0.55 -0.265
H 0.9851 -0.2950 0.7860 1.15 -0.43 1.76 0.149
H 0.4265 -1.3214 -0.6674 -0.04 2.37 1.11 0.163
```
Positions in Å, forces in eV/Å.

structure (SMILES)	C1OOO1

=====

Molecular formula: C32H40F24O16
Method: DFT, ωB97M-V/def2-TZVPD

XYZ file:
```
112
Properties=species:S:1:pos:R:3:forces:R:3:mulliken_charge:R:1
C 15.3013 -2.7611 -11.7818 0.27 0.51 -0.17 -0.967
C 14.2668 -3.0269 -12.8642 1.59 -0.55 -0.45 -0.233
O 13.0117 -2.3834 -12.6782 -0.49 -0.59 0.19 -0.289
C 12.9907 -1.0720 -12.6960 0.06 0.24 0.07 0.334
O 13.9091 -0.3312 -12.8755 0.28 0.22 -0.22 -0.506
C 11.5918 -0.5098 -12.3784 -0.24 -0.46 0.56 0.892
F 11.6345 0.0770 -11.1707 0.06 0.06 -0.10 -0.244
F 11.2261 0.3958 -13.2705 -0.03 0.14 -0.22 -0.216
F 10.6627 -1.4698 -12.3200 -0.01 0.15 -0.16 -0.268
H 14.9226 -2.8837 -10.7686 -0.14 -0.13 -0.05 0.307
H 15.7196 -1.7600 -11.8780 -0.16 0.06 0.11 0.189
H 16.1443 -3.4374 -11.9303 -0.14 -0.18 0.04 0.371
H 14.1484 -4.1066 -12.9488 -0.92 0.11 0.30 0.341
H 14.6818 -2.7702 -13.8439 -0.13 0.46 0.10 0.293
C 15.9830 2.2773 -12.0936 0.68 0.05 0.70 -0.968
C 16.9571 3.2228 -12.7684 -0.93 -0.20 -1.24 -0.310
O 18.0757 3.4743 -11.9242 0.43 -0.04 0.47 -0.316
C 18.3087 4.6684 -11.4081 -0.02 -0.32 -0.45 0.430
O 17.7534 5.6938 -11.6558 -0.23 0.25 -0.05 -0.537
C 19.4502 4.6276 -10.3684 -0.67 0.37 0.62 0.880
F 19.9154 3.4150 -10.1096 0.14 -0.09 -0.13 -0.251
F 20.4496 5.4207 -10.7378 0.13 -0.04 -0.07 -0.247
F 18.9219 5.1207 -9.2219 0.32 -0.15 -0.22 -0.259
H 15.1528 2.0471 -12.7539 -0.07 -0.08 0.07 0.347
H 15.6378 2.6925 -11.1428 -0.31 0.25 -0.23 0.241
H 16.5024 1.3686 -11.7801 -0.09 -0.14 -0.39 0.321
H 16.4409 4.1094 -13.1458 0.28 0.39 0.67 0.287
H 17.3420 2.7834 -13.6916 0.28 -0.24 0.26 0.401
C 2.6917 3.3591 -9.2221 -0.78 -0.80 0.04 -1.063
C 3.8164 2.5801 -9.8686 -0.20 -0.34 0.26 -0.294
O 4.9909 3.3891 -10.0320 0.17 0.74 -0.43 -0.230
C 5.9964 3.2058 -9.1933 -0.07 -0.79 -0.74 0.121
O 6.0620 2.3649 -8.3525 0.13 0.05 0.67 -0.529
C 7.2342 4.0425 -9.5930 -0.53 0.29 0.75 1.161
F 6.9179 5.2457 -10.0802 -0.10 0.03 -0.05 -0.266
F 7.9929 4.2200 -8.5101 0.15 -0.03 -0.27 -0.274
F 7.9150 3.3887 -10.5220 0.31 -0.22 -0.22 -0.224
H 2.0919 3.9437 -9.9178 0.42 0.35 -0.06 0.295
H 2.9939 3.9419 -8.3563 0.17 0.09 -0.09 0.317
H 1.9838 2.6017 -8.8613 0.07 0.11 0.13 0.356
H 3.5302 2.2173 -10.8550 0.14 0.25 -0.10 0.304
H 4.0743 1.7012 -9.2788 0.07 0.15 0.10 0.337
C 14.9370 7.4158 -11.3040 -0.16 0.93 -0.36 -0.763
C 14.4523 6.0938 -10.8059 0.70 -0.69 0.33 -0.006
O 13.4317 5.5562 -11.6678 -0.20 -0.07 -0.47 -0.172
C 12.2137 5.4071 -11.1977 0.21 0.23 0.66 0.109
O 11.8473 5.5969 -10.0748 -0.23 0.03 0.14 -0.577
C 11.2191 4.9953 -12.2837 -0.02 0.01 -0.70 0.973
F 10.2640 4.2188 -11.7859 0.03 -0.07 0.10 -0.139
F 10.6294 6.0974 -12.7882 0.24 -0.16 0.08 -0.112
F 11.8104 4.3526 -13.2970 -0.10 -0.03 0.09 -0.257
H 15.3171 7.4083 -12.3277 0.40 -0.56 0.17 0.238
H 15.7031 7.7544 -10.6089 0.12 0.14 -0.20 0.076
H 14.1761 8.1999 -11.3778 -0.27 -0.23 0.59 0.414
H 14.1624 6.0900 -9.7564 -0.57 0.32 -0.17 0.381
H 15.2605 5.3590 -10.8325 0.03 0.09 -0.32 -0.129
C 9.0367 7.6687 -9.1135 0.07 0.62 0.62 -1.473
C 8.6666 7.6706 -10.5753 0.55 -0.63 0.38 0.841
O 8.8785 8.9840 -11.1163 0.05 1.00 0.28 -0.313
C 8.8922 9.0528 -12.4291 -0.34 -0.96 -0.30 0.393
O 8.7624 8.1116 -13.1612 0.08 0.30 -0.30 -0.416
C 9.0448 10.4795 -12.9839 -0.04 0.40 0.52 0.785
F 10.3395 10.8138 -13.1255 -0.10 -0.14 0.04 -0.259
F 8.4587 10.5714 -14.1680 0.02 0.02 -0.01 -0.210
F 8.4786 11.3700 -12.1495 0.14 -0.09 -0.28 -0.258
H 9.1862 6.6692 -8.7103 -0.11 -0.13 -0.28 0.321
H 8.2744 8.1595 -8.5043 -0.07 -0.04 -0.08 0.374
H 9.9606 8.2176 -8.9202 0.07 -0.07 -0.25 0.393
H 7.6207 7.4038 -10.6920 0.01 -0.02 -0.35 0.242
H 9.3163 6.9965 -11.1327 -0.34 -0.11 0.04 -0.434
C 7.2954 3.2600 -14.5744 -0.25 0.23 -0.58 -1.477
C 8.0704 4.5090 -14.1950 -0.14 -0.36 0.00 0.285
O 7.7122 5.6800 -14.9516 -0.31 0.65 0.03 -0.235
C 7.9846 5.7304 -16.2357 -0.20 -0.58 0.09 0.395
O 8.4171 4.8384 -16.9064 0.34 0.06 -0.16 -0.538
C 7.5509 7.0669 -16.8776 0.49 -0.18 -0.15 0.857
F 6.4526 6.8181 -17.6039 -0.23 0.26 0.13 -0.263
F 7.3189 8.0273 -15.9962 -0.32 0.03 0.01 -0.209
F 8.4961 7.5048 -17.7176 0.01 -0.09 0.04 -0.264
H 7.6836 2.8181 -15.4902 0.08 -0.12 0.13 0.367
H 6.2515 3.5120 -14.7806 0.00 0.04 0.18 0.366
H 7.3127 2.5397 -13.7587 0.13 -0.02 0.01 0.412
H 9.1427 4.3601 -14.3270 -0.05 0.00 0.25 0.047
H 7.7991 4.7924 -13.1801 0.40 0.09 0.02 0.203
C 18.9635 13.1719 -11.6210 0.71 -0.60 -0.53 -1.227
C 17.9042 12.3478 -10.9339 -0.28 0.40 -0.70 -0.090
O 18.5365 11.1767 -10.3805 0.43 0.26 0.44 -0.226
C 17.7267 10.3608 -9.7371 0.11 -0.36 -0.61 0.398
O 16.5387 10.4420 -9.6768 -0.40 0.07 0.29 -0.536
C 18.4776 9.1679 -9.1089 0.06 -0.04 0.61 0.855
F 18.5476 9.3524 -7.7767 -0.05 0.09 -0.08 -0.281
F 17.7997 8.0414 -9.3197 0.03 0.01 -0.13 -0.196
F 19.7185 9.0167 -9.5542 0.02 0.00 -0.22 -0.247
H 19.7702 13.3569 -10.9119 0.00 0.32 -0.10 0.317
H 18.6162 14.0893 -12.0913 -0.36 0.16 0.54 0.388
H 19.3968 12.6349 -12.4713 0.03 -0.26 0.25 0.312
H 17.1492 11.9845 -11.6303 -0.16 0.20 0.05 0.240
H 17.4308 12.9386 -10.1515 -0.12 -0.29 0.18 0.298
C 13.2931 8.8201 -14.8872 0.77 -1.37 -0.64 -0.868
C 14.4571 9.8052 -14.8186 -1.59 0.02 1.45 -0.322
O 14.6084 10.7587 -15.8650 0.10 0.56 -0.32 -0.304
C 14.7903 10.3128 -17.0935 -0.15 -0.51 0.16 0.331
O 14.7741 9.1685 -17.4337 0.21 -0.11 -0.21 -0.496
C 15.0274 11.4646 -18.0909 -0.56 0.03 0.21 0.874
F 14.8970 11.0099 -19.3272 0.23 0.04 -0.16 -0.233
F 14.1272 12.4417 -17.9145 0.08 0.04 0.04 -0.249
F 16.2445 11.9842 -17.9253 0.18 0.03 -0.08 -0.250
H 13.2147 8.3726 -13.8929 -0.14 0.22 0.09 0.075
H 13.5276 7.9736 -15.5355 -0.17 0.14 -0.18 0.371
H 12.3203 9.2093 -15.1746 0.12 0.42 0.03 0.432
H 15.4045 9.3329 -14.5727 0.07 -0.11 -0.29 0.317
H 14.1179 10.3887 -13.9606 0.81 0.57 -0.06 0.317
```
Positions in Å, forces in eV/Å.

structure (SMILES)	CCOC(=O)C(F)(F)F.CCOC(=O)C(F)(F)F.CCOC(=O)C(F)(F)F.CCOC(=O)C(F)(F)F.CCOC(=O)C(F)(F)F.CCOC(=O)C(F)(F)F.CCOC(=O)C(F)(F)F.CCOC(=O)C(F)(F)F

=====

So what do the calculations give for lowest unoccupied orbital energy? Going down the list: -0.4; 0.4 eV.
So what do the calculations give for electronic energy? Going down the list: -7204.6451; -131814.6336 eV.
So what do the calculations give for ΔE to the lowest compared entry with this formula, charge and spin? Going down the list: 182.20; 18.05 kcal/mol.